(1)
Here is a molecular structure, C32H31CsF2ILi2N6NaO15S4V at a distorted geometry from the Open Molecules 2025 dataset. Energies are from ωB97M-V/def2-TZVPD.

XYZ file:
```
96
Properties=species:S:1:pos:R:3:forces:R:3
C 4.286442 0.270575 -3.734427 2.1 0.0 0.2
C 3.651251 1.502327 -2.859884 -1.1 0.2 -1.4
C 2.255487 1.152854 -2.073209 0.0 1.6 1.5
I 0.945877 -0.260193 -3.196033 0.8 1.0 0.9
C 2.455137 0.724531 -0.495599 0.2 -0.2 4.3
C 3.002913 -0.774209 0.006025 -0.4 2.3 2.8
O 3.269950 -1.757221 -1.054429 2.7 1.2 2.4
C 4.632370 -2.305671 -0.987030 1.0 -6.9 2.8
O 4.773448 -3.587142 -0.546605 -0.9 8.9 -3.4
C 6.016728 -1.553235 -1.446834 3.1 1.8 -1.9
C 6.631035 -0.167019 -0.824928 1.9 -1.7 -2.9
C 8.071934 0.466561 -1.391180 -1.4 -3.8 -2.0
C 8.860159 -0.306942 -2.604527 -3.1 -1.3 1.6
C 8.274079 -1.689377 -3.262749 -3.5 2.4 3.9
C 6.856990 -2.285392 -2.693872 1.3 2.5 1.4
C 3.196364 -1.141732 1.625957 0.4 -0.2 -1.9
N 3.659546 -2.532126 2.109694 2.6 5.2 1.7
C 4.846628 -2.408880 2.799655 -1.7 -1.1 0.4
C 6.112238 -1.449226 2.392083 0.1 -0.3 0.4
C 4.991411 -3.292897 4.194335 -0.1 0.3 -0.5
C 2.866849 -0.063516 2.846748 -0.6 1.1 -0.7
N 2.967158 -0.271496 4.368255 -1.7 4.4 -5.8
S 2.397194 1.301290 4.927997 0.3 -0.9 -3.4
N 2.005654 2.305556 3.525306 2.1 -5.7 -2.0
C 2.322770 1.401826 2.353641 0.1 -0.8 1.3
C 2.113557 1.789866 0.747751 1.4 -1.6 -0.6
C 1.508085 3.321914 0.480535 -1.3 -1.6 0.1
C -0.149720 3.123153 0.383899 -4.9 -0.5 -0.5
C -0.977035 1.973991 1.252664 -2.0 1.8 -2.1
C -2.628099 1.751136 1.119649 0.8 2.6 -2.3
C -3.557102 2.651921 0.101233 5.9 0.8 1.0
C -2.754805 3.837335 -0.752332 1.3 -2.4 2.4
C -1.107160 4.060686 -0.617307 -1.8 -1.8 1.4
C -0.472315 5.268660 -1.537417 0.1 -0.9 0.7
H 4.156195 0.417731 -4.911976 0.0 -0.2 2.9
H 5.466769 0.314754 -3.560699 -2.6 0.0 -0.7
H 3.961056 -0.804703 -3.384991 0.2 2.4 -0.6
H 4.417013 2.010541 -2.106280 -0.8 -2.2 -2.4
H 3.383769 2.362312 -3.643499 0.6 -1.8 1.8
H 1.626798 2.167628 -2.053968 1.2 -2.4 0.1
H 6.076575 0.383624 0.046385 1.2 -1.3 -1.8
H 8.558151 1.449168 -0.953056 -1.3 -2.3 -0.9
H 9.892832 0.134381 -2.971820 -2.4 -0.9 0.8
H 8.898858 -2.205882 -4.137507 -8.6 3.5 5.6
H 6.407609 -3.289168 -3.155687 1.0 2.5 1.2
H 5.784061 -0.327119 2.308640 0.5 -2.2 -0.1
H 7.001957 -1.474457 3.187219 -2.2 -0.2 -1.6
H 6.556379 -1.890916 1.384546 -1.1 1.1 2.0
H 6.035835 -3.827717 4.232580 -2.1 1.0 -0.1
H 4.951167 -2.493611 5.076644 0.2 -1.4 -2.0
H 4.077175 -4.044987 4.348188 2.2 1.7 -0.7
H 1.726797 4.033994 1.392739 -0.2 -1.5 -1.9
H 1.912582 3.770869 -0.548973 -1.1 -0.8 2.2
H -0.439836 1.236252 2.002465 -1.1 1.8 -1.8
H -3.205304 0.903687 1.730871 1.9 1.9 -1.4
H -4.705482 2.440669 0.026616 4.6 1.2 -1.2
H -3.420175 4.509570 -1.463570 1.9 -1.5 1.6
H -1.348435 5.846867 -2.056429 1.9 -1.1 1.0
H 0.205690 5.996772 -0.887068 -1.7 -1.5 -1.3
H 0.235786 4.780332 -2.332575 -1.5 1.0 1.3
N -4.314629 -1.828150 -2.868071 0.4 0.9 0.7
S -5.246291 -2.733402 -1.985016 -2.5 -4.6 1.2
O -6.288472 -2.069965 -1.209018 1.3 0.5 -0.4
O -4.660510 -3.924801 -1.381859 -0.2 2.4 -0.7
F -6.133020 -3.405922 -3.138521 0.7 0.9 -0.1
S -3.331857 -0.976059 -1.983310 4.2 1.2 -0.1
O -2.667785 0.103451 -2.713441 -1.5 -1.8 0.3
O -2.470980 -1.674540 -1.037715 -1.6 0.5 -1.2
F -4.300204 -0.147175 -1.023968 -1.0 0.6 0.7
O 6.486991 1.537587 -5.652579 -0.6 -0.4 -1.6
V 5.905141 1.331524 -7.297370 -0.5 0.0 -1.6
O 5.323290 1.125460 -8.942159 1.2 0.3 3.4
N 3.263002 -6.168493 2.735951 -0.2 -0.4 -0.2
O 2.570709 -5.223665 3.149681 0.1 -0.2 0.0
O 4.500268 -6.122243 2.835865 -0.1 0.0 0.0
O 2.717996 -7.159435 2.222322 0.2 0.5 0.2
Cs 10.330775 -2.638466 -4.783100 8.1 -2.6 -4.1
Na -6.095623 2.021285 0.690746 -1.2 -0.2 0.3
N -10.379147 0.382680 1.887369 0.3 0.8 -0.6
C -11.605673 -0.183097 1.857640 0.8 -0.5 0.2
C -12.752271 0.483513 1.456280 0.2 0.6 -0.1
C -12.637542 1.813138 1.064576 -0.1 -0.2 0.1
C -11.388016 2.424150 1.086168 0.2 0.1 0.0
C -10.298853 1.674104 1.499772 -0.8 -0.8 0.1
H -11.643952 -1.220949 2.175535 0.0 0.2 -0.1
H -13.711481 -0.021589 1.449705 0.2 0.0 0.0
H -13.514388 2.368646 0.744885 0.1 -0.1 0.0
H -11.265360 3.459047 0.787489 0.0 -0.1 0.0
H -9.301982 2.104927 1.530561 0.2 0.4 0.0
O -10.259461 -1.314246 5.628651 0.2 -0.5 0.0
S -10.602846 -2.333403 4.620204 0.2 0.2 -0.7
O -10.462278 -3.676575 5.211374 -0.3 0.5 0.3
O -9.695356 -2.207464 3.465348 0.1 0.4 0.1
O -11.994433 -2.135234 4.175691 0.2 -0.4 0.2
Li 4.259831 2.922308 -0.939670 -0.6 0.3 1.2
Li -7.874431 -0.045445 1.954121 -2.0 -1.5 0.6
```
Forces are in eV/Å.

calculated total energy = -161218.21628 eV
net charge = +1
HOMO-LUMO gap = 0.77 eV
M = 1253.52 g mol⁻¹

(2)
Here is a molecular structure, C32H31F12N11O36S12VY at a distorted geometry from the Open Molecules 2025 dataset. Energies are from ωB97M-V/def2-TZVPD.

XYZ file:
```
136
Properties=species:S:1:pos:R:3:forces:R:3
V 0.213173 -2.467172 -0.676482 -1.5 2.2 -0.4
Y -2.496000 -0.728525 1.184234 2.6 -1.4 -3.0
N 1.082579 2.236629 -5.069647 -3.2 1.8 1.3
S 1.018378 3.674114 -5.908461 -0.2 -0.5 -5.0
O 0.898830 5.016550 -5.354398 -0.3 -2.0 -0.2
O 0.486967 3.440504 -7.309351 0.6 0.8 4.1
F 2.533986 3.538027 -6.154472 2.1 0.7 -0.6
S 0.136072 2.569758 -3.799531 -1.3 1.2 2.1
O -0.070302 1.546308 -2.812185 0.0 -0.6 -1.2
O -0.977446 3.515000 -3.957640 1.2 -1.8 -0.7
F 1.164729 3.483187 -3.007694 0.7 0.6 0.6
N -0.583526 -1.916781 -2.427190 -5.4 2.9 0.8
S -2.070860 -0.959196 -2.544185 -2.4 2.9 -0.8
O -2.236520 -0.013319 -3.679534 1.3 -3.0 3.7
O -2.590528 -0.573810 -1.226437 1.7 -1.0 -1.5
F -3.107875 -2.073891 -2.982797 0.4 -0.4 0.6
S -0.327262 -2.000822 -3.982508 7.3 -1.8 -6.4
O 0.347370 -0.812670 -4.534819 -2.9 -2.6 1.2
O -1.083311 -2.955313 -4.816180 0.4 2.7 2.4
F 1.017777 -2.909865 -3.680569 -1.2 -0.1 -0.2
N -2.542662 -1.440717 3.359199 -4.1 -2.5 1.6
S -3.725233 -2.073709 4.488846 -9.5 -4.3 0.8
O -4.496246 -1.085367 5.299183 3.0 -2.0 -1.9
O -3.679080 -3.481128 4.951050 1.0 3.3 -0.7
F -4.744719 -2.346879 3.331602 -0.9 0.6 -1.7
S -1.817786 -1.298003 4.678831 15.7 5.3 5.0
O -1.288283 -2.449951 5.467628 -3.9 1.4 -0.5
O -1.764303 0.057025 5.242677 -2.7 -2.3 0.4
F -0.378134 -1.132231 4.023266 0.8 0.8 -1.5
N 3.401642 -0.697654 -4.062296 -0.7 -1.1 4.7
S 3.174477 -0.745597 -2.342441 -2.3 6.1 -0.9
O 4.304797 -0.230678 -1.609054 -0.4 -2.4 0.2
O 2.176638 -1.680609 -1.804048 0.9 0.4 0.3
F 2.353659 0.692343 -2.318235 0.1 -2.1 -0.2
S 4.566751 -1.760575 -4.014862 3.2 -2.0 -4.7
O 4.209398 -3.124920 -3.599436 0.8 2.2 0.2
O 5.912601 -1.212042 -3.788303 -2.4 -1.5 0.0
F 4.540118 -1.911942 -5.692806 0.3 -0.1 1.5
N -2.964836 1.456616 0.949735 0.0 4.8 1.2
S -3.256705 2.577528 -0.111258 -5.5 -0.7 -10.4
O -2.226249 3.058291 -0.946991 1.5 0.4 1.2
O -4.423971 3.461571 0.016215 2.2 -1.4 1.6
F -3.901285 1.455762 -1.110583 -0.4 0.6 0.2
S -2.700442 2.816983 2.009120 3.7 0.1 7.1
O -3.846586 3.346207 2.698000 1.1 -1.0 -1.1
O -1.488875 3.674621 1.912238 -3.3 -2.3 -1.0
F -2.126443 1.610375 2.979871 0.1 0.5 0.9
N 1.537670 -3.236624 0.475066 3.3 -2.4 0.3
S 1.635225 -3.331475 1.998919 -8.3 2.1 8.4
O 2.618537 -2.524321 2.621698 1.2 -1.0 -0.3
O 1.023190 -4.516697 2.600680 2.5 0.6 -1.2
F 0.288709 -2.393620 2.288495 1.3 -0.6 -1.2
S 3.057826 -4.053209 0.347917 4.9 -1.4 -6.2
O 3.322873 -5.370124 0.975676 -1.5 3.6 -0.4
O 4.118336 -3.065888 0.170195 -2.3 -2.1 1.2
F 2.707004 -4.510187 -1.139273 0.2 0.1 0.7
C -2.426999 -4.097517 0.655055 0.8 -0.1 0.4
O -1.735138 -2.916251 0.284165 0.6 1.5 0.0
H -1.846764 -4.700805 1.353244 0.6 -0.3 -0.3
H -3.286994 -3.926763 1.302630 -0.6 0.6 -0.4
H -2.713727 -4.693295 -0.211518 -0.1 0.0 -0.1
C 0.555770 0.685800 0.640670 0.8 -0.8 -0.9
O -0.170228 -0.494195 0.326777 -2.2 -2.7 -0.3
H 0.139684 1.123545 1.548064 0.2 0.4 -0.1
H 1.592293 0.374928 0.771360 0.2 0.2 0.5
H 0.585520 1.321688 -0.244117 -0.4 0.5 0.2
C 0.012692 -9.091177 0.793429 -0.4 0.9 -2.1
C -0.444300 -9.233714 -0.545115 -0.1 -0.6 1.1
C -0.756822 -8.151416 -1.353886 0.5 0.4 0.0
C -0.341766 -6.889793 -0.942947 0.7 0.4 2.2
C 0.133417 -6.683940 0.391475 -0.3 0.2 -3.2
C 0.279706 -7.785619 1.169157 0.0 -0.2 2.2
N -0.522671 -5.679700 -1.733167 -3.8 0.2 -1.8
O 0.046781 -4.640909 -1.424022 0.3 -0.5 0.1
O -1.440948 -5.726078 -2.591993 2.5 0.1 1.6
H 0.121308 -9.895887 1.505501 0.1 -0.2 -0.3
H -0.619411 -10.205209 -0.983223 -0.2 -0.2 0.3
H -1.326540 -8.320268 -2.255723 0.4 0.2 -0.3
H 0.389196 -5.688180 0.722306 0.0 -0.2 0.2
H 0.542100 -7.558802 2.191946 0.3 -0.2 0.2
C 4.140578 7.865715 2.835240 0.3 1.7 -0.7
C 4.162015 7.358099 1.540978 -0.9 -1.2 2.0
C 3.600936 6.082568 1.415966 0.0 0.6 -0.3
C 3.008076 5.441474 2.544059 1.1 -0.1 -1.8
C 3.055012 5.987954 3.799402 -1.0 0.3 0.2
C 3.603545 7.247620 3.936561 0.5 -0.1 0.0
N 2.365261 4.103574 2.366068 1.2 1.4 -4.4
O 2.350455 3.598248 1.259008 1.1 0.7 -1.4
O 1.816338 3.580407 3.228124 -2.2 -1.5 5.7
H 4.465918 8.893152 2.905418 0.3 0.1 0.5
H 4.565863 7.978629 0.754689 -0.1 -0.4 -0.3
H 3.636680 5.760694 0.385658 -0.5 -1.1 0.2
H 2.479405 5.564669 4.609281 0.3 -0.4 0.1
H 3.668532 7.746333 4.892305 -0.2 -0.1 0.1
C 0.929592 6.745261 -2.491407 1.0 0.3 0.4
C 0.025394 7.578160 -3.065397 -1.7 0.8 -0.1
C -1.304081 7.592903 -2.631670 -0.2 -0.5 0.3
C -1.756708 6.717375 -1.579751 1.9 1.5 -0.3
C -0.796054 6.001184 -0.905252 0.7 -0.6 -1.3
C 0.489029 5.993147 -1.453390 0.0 -1.5 2.1
N -3.094781 6.626203 -1.056690 -2.2 0.3 -2.6
O -4.009825 6.737055 -1.880923 0.7 0.4 -0.1
O -3.325554 6.380438 0.084610 0.7 -0.2 1.9
H 1.982528 6.824364 -2.718281 0.0 -0.5 -0.4
H 0.298610 8.275413 -3.843598 0.1 0.0 -0.1
H -1.850955 8.382285 -3.125851 -1.0 -0.4 0.3
H -0.944700 5.291545 -0.104808 -0.6 0.3 0.1
H 1.106473 5.285065 -0.920690 0.7 0.1 -0.3
C -8.290926 -4.972917 -0.902885 1.2 2.0 -0.8
C -7.896629 -4.425554 0.361255 -0.7 -1.0 -1.7
C -6.962259 -3.393051 0.476974 -0.7 0.4 -0.2
C -6.430559 -2.828852 -0.670861 -1.1 -0.9 -1.2
C -6.909717 -3.295410 -1.955756 0.8 1.7 1.2
C -7.865758 -4.278226 -2.097987 1.4 -1.2 2.3
N -5.519980 -1.649820 -0.657672 0.1 0.3 -1.5
O -4.665064 -1.489519 0.223262 -0.5 -0.6 1.0
O -5.625794 -0.905440 -1.599945 0.0 -0.3 0.6
H -8.856888 -5.873500 -1.090076 -0.4 0.0 0.7
H -8.377506 -4.775221 1.262856 0.2 -0.3 0.1
H -6.884794 -2.950393 1.459037 0.7 0.0 0.0
H -6.530266 -2.801994 -2.838340 0.2 0.0 0.0
H -7.954519 -4.659913 -3.104381 -0.8 -0.1 0.1
C 3.838228 0.893528 2.856038 0.5 -0.9 0.9
C 4.549740 1.088900 1.672909 0.7 0.5 1.1
C 5.958507 1.105825 1.757879 -0.4 1.0 0.0
C 6.566729 0.954057 2.993133 0.6 0.0 -0.5
C 5.889064 0.580658 4.117271 -0.5 0.9 0.9
C 4.499008 0.636384 4.083308 0.2 -0.7 -1.0
N 8.046395 1.213046 3.091841 -0.4 -0.9 0.0
O 8.617831 1.405907 4.138023 -0.9 0.2 1.7
O 8.666036 1.156827 2.077466 0.6 0.1 -2.4
H 2.765302 0.770304 2.848978 -0.1 0.5 -0.1
H 3.992375 1.402322 0.802557 0.3 -0.4 -0.4
H 6.607111 1.425707 0.955764 -0.2 -0.2 -0.3
H 6.460947 0.406196 5.016668 -0.2 -0.1 0.2
H 3.945799 0.352286 4.966278 -0.2 0.1 0.0
```
Forces are in eV/Å.

calculated total energy = -313124.61114 eV
multiplicity = 3
net charge = -2
HOMO-LUMO gap = 4.83 eV
M = 1898.27 g mol⁻¹

(3)
Here is a molecular structure, C32H31IN5O5PdS at a distorted geometry from the Open Molecules 2025 dataset. Energies are from ωB97M-V/def2-TZVPD.

XYZ file:
```
76
Properties=species:S:1:pos:R:3:forces:R:3
Pd 11.505354 11.504304 6.859829 0.0 -0.3 0.4
C 15.898157 10.843859 6.037900 -1.2 -0.1 -0.7
C 15.903088 12.200161 6.669497 -0.1 0.2 0.0
N 17.006195 12.611877 7.228684 0.8 0.2 0.9
C 17.087584 13.741433 7.980084 -2.2 -0.6 -1.4
C 15.993646 14.633230 8.123745 0.1 -0.4 -0.1
C 16.164818 15.922958 8.893511 0.4 -0.7 -0.5
O 15.053997 16.103656 9.728986 -0.1 -0.1 -0.1
C 14.804093 14.264449 7.542947 -1.1 -0.2 -1.1
C 13.636067 15.200861 7.502227 1.6 1.0 -0.1
N 12.486127 14.972547 7.925115 -1.7 0.2 0.3
C 11.536634 16.049721 7.767302 0.1 0.3 0.2
C 11.728772 17.343743 8.224329 0.5 0.2 -0.2
C 10.854814 18.347098 7.850262 0.4 1.3 0.4
C 9.682219 18.137179 7.174707 -0.9 -0.5 -0.3
C 9.370453 16.830841 6.803854 0.5 -0.1 0.0
C 10.339715 15.857324 7.099840 -0.4 -0.4 -0.2
I 10.098367 13.920865 6.444428 -1.2 -0.9 -0.9
C 14.660249 13.035025 6.703907 1.0 0.1 1.3
O 13.604666 12.699507 6.155276 0.1 -0.1 0.0
H 16.874533 10.390862 5.881188 0.1 0.4 0.3
H 15.382481 10.922131 5.055176 0.2 -0.2 0.5
H 15.276430 10.152813 6.650185 0.4 0.4 -0.3
H 17.998420 13.920714 8.470624 1.2 0.2 0.5
H 16.322866 16.746693 8.194217 -0.3 0.2 -0.2
H 17.105896 15.848222 9.432272 0.1 0.0 0.4
H 15.217778 16.894893 10.230986 -0.1 0.5 0.5
H 13.893726 16.192835 7.084925 -0.1 -0.2 0.0
H 12.587526 17.595789 8.821219 0.3 0.0 0.0
H 11.107868 19.389304 8.040059 0.1 -0.3 0.4
H 8.991164 18.967163 6.979864 0.4 -0.4 -0.1
H 8.445336 16.629185 6.247473 0.6 -0.2 0.4
C 12.595974 9.101861 4.737479 -0.1 1.3 0.8
C 12.961288 8.834658 6.175893 -0.2 -1.4 -0.4
C 13.553474 7.573195 6.453194 0.4 0.6 0.2
C 13.927763 7.266581 7.715075 0.2 -0.6 0.5
C 13.676271 8.173034 8.767459 -0.3 -0.7 1.2
C 13.880794 7.861272 10.164916 0.6 -0.8 -1.1
C 13.517083 8.745155 11.125020 0.0 0.2 1.6
C 12.960766 9.993575 10.796385 -0.1 0.5 0.5
C 12.746199 10.327735 9.475042 -0.2 -0.2 -0.3
S 12.091251 11.872741 9.116625 0.0 0.0 0.3
C 13.029832 9.347308 8.454999 -0.5 1.5 -0.9
N 12.669487 9.647539 7.153580 0.2 0.7 0.3
H 12.451519 10.193687 4.629555 -0.1 -0.6 -0.2
H 11.657732 8.587084 4.506254 0.2 0.1 -0.2
H 13.409299 8.807269 4.081435 -0.1 -0.2 -0.1
H 13.772192 6.919746 5.641957 0.0 -0.4 -0.5
H 14.386811 6.309783 7.958984 0.0 0.2 -0.1
H 14.341345 6.883103 10.408299 -0.4 0.8 -0.1
H 13.666973 8.514881 12.200614 -0.1 0.1 -0.9
H 12.656806 10.728492 11.569882 0.4 -0.7 -0.5
C 6.411522 11.248961 8.717741 1.4 0.5 -0.1
C 6.821660 9.972981 9.467366 0.2 0.7 -0.5
C 7.946603 9.195430 8.754324 0.4 1.0 -0.2
C 8.321841 7.965630 9.570428 1.1 -0.3 0.1
C 9.349650 7.064204 8.886457 0.6 0.4 -0.4
C 7.420294 8.773531 7.385333 0.3 0.2 0.4
O 6.421410 8.117066 7.296782 -0.4 -0.4 -0.3
N 8.103293 9.193634 6.249408 0.0 -0.1 0.8
C 9.247746 9.949405 6.293580 -0.2 0.3 0.9
O 9.835810 10.287872 5.274436 0.4 0.2 -0.6
N 9.739423 10.386504 7.498650 0.2 0.2 -0.6
C 9.174458 10.160198 8.709878 -0.5 -0.7 -0.1
O 9.603985 10.637333 9.751251 0.1 0.0 -0.4
H 5.718072 11.862636 9.263359 -0.6 0.0 0.4
H 5.980731 11.018927 7.744635 0.0 0.0 -0.1
H 7.283216 11.944684 8.571113 -0.5 -0.7 -0.1
H 5.944494 9.358811 9.586833 -0.2 -0.5 0.1
H 7.241672 10.211236 10.432912 -0.1 0.2 0.4
H 7.412532 7.460786 9.767701 -0.9 -0.8 0.2
H 8.739371 8.264871 10.532216 -0.2 0.3 0.0
H 8.976738 6.653085 7.955423 -0.2 0.1 -0.4
H 9.665600 6.182791 9.447833 -0.1 0.3 0.4
H 10.257623 7.670348 8.653861 -0.4 -0.5 0.1
H 7.683750 8.934332 5.373132 0.1 0.0 -0.3
```
Forces are in eV/Å.

calculated total energy = -73784.34611 eV
multiplicity = 5
net charge = +1
HOMO-LUMO gap (spin up / spin down) = 7.98 / 6.04 eV
M = 831.02 g mol⁻¹